# C4H7F

A molecular structure, C4H7F at a distorted geometry (ωB97M-V with the def2-TZVPD basis set, the OMol25 dataset).

Geometry as XYZ:
```
12
Properties=species:S:1:pos:R:3:nbo_charge:R:1
C 0.673 -1.587 -1.273 -0.66
C 0.732 -0.748 0.230 -0.26
C -0.079 0.341 0.508 0.35
C -1.028 0.719 -0.610 -0.71
H 0.071 -2.555 -1.129 0.22
H 1.696 -2.110 -1.498 0.24
H 0.048 -0.861 -1.973 0.23
H 1.401 -1.119 0.882 0.19
H -1.221 1.981 -0.262 0.24
H -0.524 0.779 -1.862 0.24
H -2.071 -0.025 -0.457 0.25
F -0.131 1.284 1.463 -0.32
```

Results
calculated total energy: -6974.4973 eV
ΔE to the lowest compared entry with this formula, charge and spin: 85.2 kcal per mole
Kohn-Sham gap: 10.06 eV
HOMO: -0.3357 Ha